# 1
16
Properties=species:S:1:pos:R:3:nbo_charge:R:1 method="wB97M-V/def2-TZVPD" total_charge=+1 homo_lumo_gap_ha=0.374
C 3.20 0.11 0.31 -0.419
C 2.15 -0.15 0.96 -0.086
C 0.40 0.35 0.17 -0.209
C -0.95 0.12 -0.21 0.061
C -2.00 1.07 -0.65 -0.662
N -1.37 -1.36 -0.03 -0.726
H 3.14 0.52 -0.75 0.243
H 4.17 -0.11 0.70 0.254
H 1.99 -0.67 1.97 0.237
H 0.53 1.45 -0.12 0.215
H -2.55 0.47 -1.34 0.216
H -1.58 1.94 -1.13 0.269
H -2.74 1.42 0.10 0.253
H -1.23 -1.69 1.00 0.463
H -0.83 -1.99 -0.69 0.456
H -2.33 -1.47 -0.26 0.433



# 2
52
Properties=species:S:1:pos:R:3:nbo_charge:R:1 method="wB97M-V/def2-TZVPD" total_charge=+1 homo_lumo_gap_ha="0.280 / 0.279"
Rh 0.60 -0.21 0.15 0.970
C -0.92 1.42 -4.71 -0.420
N -0.27 0.42 -3.88 -0.365
C 0.70 -0.46 -4.52 -0.418
C -0.57 0.25 -2.60 0.690
O -0.01 -0.61 -1.89 -0.705
C -1.69 1.09 -2.00 -0.162
O -1.70 0.87 -0.60 -0.554
C -1.99 2.01 0.20 -0.145
C -0.84 2.24 1.16 0.708
O -0.19 1.25 1.55 -0.708
N -0.59 3.45 1.61 -0.367
C -1.40 4.62 1.30 -0.418
C 0.58 3.68 2.46 -0.418
H -0.33 1.56 -5.61 0.235
H -0.98 2.38 -4.19 0.224
H -1.93 1.12 -5.00 0.210
H 1.35 0.12 -5.17 0.223
H 0.19 -1.22 -5.11 0.213
H 1.30 -0.95 -3.76 0.247
H -2.64 0.74 -2.44 0.209
H -1.55 2.14 -2.24 0.240
H -2.88 1.78 0.79 0.221
H -2.18 2.89 -0.42 0.210
H -2.45 4.35 1.16 0.212
H -1.03 5.12 0.41 0.222
H -1.34 5.31 2.14 0.229
H 1.31 2.89 2.30 0.244
H 0.29 3.69 3.51 0.213
H 1.03 4.64 2.19 0.219
F 3.34 -1.71 -0.26 -0.483
B 2.58 -1.06 0.59 1.221
F 3.07 -0.90 1.81 -0.497
N -1.20 -3.13 2.78 -0.501
C -0.29 -2.23 2.37 0.252
N -0.58 -1.77 1.18 -0.510
C -1.73 -2.41 0.76 0.156
C -2.46 -2.32 -0.42 -0.227
C -3.59 -3.10 -0.54 -0.195
C -4.00 -3.95 0.50 -0.191
C -3.28 -4.06 1.67 -0.224
C -2.14 -3.28 1.78 0.093
H -1.17 -3.63 3.66 0.439
H 0.55 -1.91 2.97 0.232
H -2.13 -1.66 -1.21 0.231
H -4.18 -3.05 -1.44 0.224
H -4.90 -4.55 0.37 0.231
H -3.59 -4.73 2.46 0.233
O 2.21 2.38 -2.43 -0.366
N 1.47 2.15 -1.50 0.717
O 0.35 2.69 -1.38 -0.525
O 1.90 1.41 -0.52 -0.567



# 3
10
Properties=species:S:1:pos:R:3:nbo_charge:R:1 method="wB97M-V/def2-TZVPD" homo_lumo_gap_ha="0.222 / 0.323"
N -2.19 0.17 -1.06 -0.801
N 0.41 1.50 0.07 -0.378
N 0.79 0.49 0.71 -0.591
P -1.89 -0.44 0.27 0.723
P 1.37 -0.98 -0.06 0.499
H 0.62 1.38 -0.93 0.306
H -0.02 0.36 1.46 0.378
H -2.99 -1.45 0.81 -0.041
H 2.74 -0.60 -0.02 -0.030
H 1.17 -0.44 -1.24 -0.067



# 4
6
Properties=species:S:1:pos:R:3:nbo_charge:R:1 method="wB97M-V/def2-TZVPD" homo_lumo_gap_ha="0.338 / 0.338"
C -0.30 -0.30 -0.12 0.656
C 0.98 -0.15 0.00 -0.603
O -1.48 -0.54 0.00 -0.097
O -2.11 0.63 0.00 -0.500
H 1.23 0.33 0.97 0.273
H 1.68 0.04 -0.85 0.271



Number 1: M 84.142 g/mol. Number 2: M 520.084 g/mol. Number 3: M 109.009 g/mol. Number 4: M 58.036 g/mol.